(1)
Computed, not measured: 2 unconnected molecules or ions with the total composition C26H29F11IN2O8, with ωB97M-V/def2-TZVPD.

Last column: Mulliken charge in e.
Positions of all 77 atoms, in Å:
O 2.945 -3.722 2.140  -0.65
H -4.003 5.536 -3.205  0.00
C 0.992 -2.567 1.455  -0.53
C 4.229 -6.583 0.031  -1.58
C 3.833 -4.608 1.374  -0.94
F -0.272 3.737 1.688  -0.33
H 5.034 -0.801 1.207  0.73
I 7.379 -2.700 -0.279  0.09
F -4.693 4.415 1.110  -0.26
H -0.147 1.215 1.282  0.55
C 3.910 1.327 0.035  -0.96
C -3.851 3.568 0.534  0.78
C 3.257 -5.969 1.050  0.76
C 0.266 -4.844 1.909  0.47
H -6.124 7.667 -3.770  0.31
F 0.825 -5.485 2.899  -0.22
C -1.585 -2.170 -0.538  -0.82
H 1.124 2.115 0.499  0.28
H 4.151 -4.166 0.440  0.05
C 3.162 -1.724 0.819  1.79
F -3.563 3.984 -0.697  -0.28
C 2.388 -2.703 1.480  1.00
H -3.958 7.576 -1.612  0.18
H -5.762 5.942 -1.567  0.31
H 3.630 -6.456 2.928  0.39
F -2.661 4.239 2.478  -0.31
H -5.203 8.809 -1.769  0.31
H -3.946 8.667 -3.009  0.36
H 4.140 -6.008 -0.893  0.39
F -1.862 1.908 -0.768  -0.30
O -0.103 -5.364 0.925  -0.42
H -0.353 0.110 -1.207  0.49
F -2.497 2.157 1.912  -0.25
H -1.555 -1.836 1.575  0.77
H -1.432 -0.375 0.639  -0.16
H -4.223 -3.158 -1.833  0.42
O 4.733 -2.215 -1.458  -0.41
C -4.633 6.125 -3.878  -0.86
N 0.095 -3.448 2.155  0.59
H 1.207 0.879 -1.394  0.49
C 5.302 -2.168 -0.428  0.32
F -0.957 -3.723 4.137  -0.24
H 3.955 -7.611 -0.159  0.44
N 1.161 -0.639 0.069  0.00
C 0.519 0.459 -0.672  -2.14
O -3.007 -2.095 -2.980  -0.43
H 4.982 -2.479 1.646  0.61
O 0.733 -2.351 4.068  -0.40
C -4.590 8.105 -2.332  -1.06
C -1.108 -1.408 0.691  -0.71
C 0.192 1.587 0.321  -0.28
C 0.025 -3.118 3.532  0.51
C -2.555 3.421 1.427  0.58
O 3.182 -6.827 2.165  -0.55
H -3.990 6.628 -4.602  0.37
H 3.476 0.197 -1.680  0.55
F -4.465 2.388 0.441  -0.26
H 4.925 1.602 -0.223  0.38
C -5.468 7.122 -3.090  0.33
H -1.388 -3.236 -0.412  0.57
C 3.333 0.305 -0.614  -1.27
O -2.960 -1.894 -0.747  -0.29
C -3.424 -2.418 -1.918  0.11
C 4.671 -1.772 0.888  -1.77
H 4.694 -4.782 2.014  0.71
O -6.322 6.430 -2.179  -0.54
C -1.221 3.702 0.707  0.48
H 3.426 1.891 0.822  0.27
C 2.519 -0.706 0.113  0.55
H -1.036 -1.853 -1.426  0.51
H 5.262 -6.468 0.352  0.33
F -1.203 4.904 0.133  -0.28
H 2.304 -5.897 0.531  0.21
C -0.786 2.572 -0.277  0.87
C 0.389 -1.532 0.738  0.36
F -0.170 3.166 -1.331  -0.38
H -5.275 5.425 -4.412  0.30

As for the charge: +1. The multiplicity is 1. The calculation puts the HOMO-LUMO gap at 7.27 eV. The value obtained for the HOMO energy is -11.5 eV. As for the LUMO energy: -4.258 eV.

(2)
Computed, not measured: 5 unconnected molecules or ions with the total composition C23H44FNO14, with ωB97M-V/def2-TZVPD.

Last column: Mulliken charge in e.
Positions of all 83 atoms, in Å:
C 0.140 -0.842 0.803  -0.31
H -11.676 3.385 -1.174  0.22
H -7.196 0.082 -2.663  0.30
C -1.115 -1.078 -1.440  -1.29
H 2.701 0.704 1.136  0.22
O 0.717 -5.267 5.195  -0.55
O 8.826 -0.590 -1.813  -0.54
H -1.882 -5.450 4.666  0.31
H 0.782 -1.958 -0.928  0.50
O -3.764 1.209 -3.470  -0.55
C 0.503 -4.368 4.423  0.72
C -2.535 -0.853 -0.849  0.94
H -4.120 -2.072 0.999  0.31
H -2.242 -5.186 2.952  0.19
C -2.950 0.559 -1.294  -1.38
H -3.396 -2.644 -1.898  0.63
C -7.101 1.065 -3.122  -0.50
H -6.075 1.403 -3.033  0.11
O -7.921 2.020 -2.440  -0.31
H -2.550 -1.039 0.213  0.69
C 11.167 -0.594 -0.574  -0.63
H 0.288 1.390 2.603  0.43
C 4.741 5.060 -2.700  -0.63
H 5.924 0.932 -0.061  -0.08
O 7.901 0.456 -0.032  -0.29
O -9.740 0.792 -2.992  -0.54
H 3.080 -4.088 4.869  0.31
H -0.518 -1.071 1.636  0.28
H 1.132 -1.110 1.157  0.55
H 6.317 -0.569 -0.912  0.34
O 4.816 4.402 0.710  -0.32
C -3.568 0.400 -2.678  0.49
H -5.151 -0.647 0.971  0.32
H -5.857 -2.260 0.885  0.49
C -0.151 -1.694 -0.441  -1.49
H 0.517 0.967 -0.399  0.33
H -3.623 1.015 -0.567  0.40
H 6.703 1.020 -1.638  0.31
C 0.126 0.666 0.571  0.03
H 4.083 4.269 -3.057  0.28
C 6.642 0.453 -0.714  -0.36
H 2.953 -2.322 4.837  0.18
H 0.909 2.505 1.397  0.38
H -0.950 -6.310 3.406  0.31
F -5.707 -2.716 -1.439  -0.39
H -0.916 0.984 0.624  0.00
C -5.012 -1.650 -0.953  0.97
O 1.265 -3.285 4.248  -0.23
H 11.022 -1.656 -0.768  0.29
O -0.540 -4.279 3.592  -0.22
O 4.625 5.210 -1.284  -0.34
H -11.712 2.553 -2.738  0.29
H 4.517 2.463 1.403  -0.05
H 11.986 -0.471 0.131  0.22
H 5.771 4.852 -2.982  0.29
H -11.541 1.619 -1.224  0.29
H 4.988 3.670 2.603  0.22
C 2.427 -3.242 5.077  -0.66
H 2.176 0.234 2.614  0.22
H -7.364 1.015 -4.177  0.35
H -0.564 -2.639 -0.090  0.24
C 0.841 1.457 1.672  -1.18
H -5.539 -0.755 -1.261  -0.34
C 8.901 -0.103 -0.714  0.77
H -0.735 -0.193 -1.930  0.56
C -3.620 -1.619 -1.611  -0.63
C -5.021 -1.645 0.569  -1.48
O 5.350 3.079 -1.046  -0.49
C -1.449 -5.379 3.670  -0.66
H 6.206 3.055 1.478  0.32
N 2.210 1.012 1.968  -0.49
C 4.968 4.128 -0.584  0.79
H 11.411 -0.070 -1.497  0.29
C -9.226 1.744 -2.463  0.77
H -1.242 -1.814 -2.236  0.54
O -3.810 -0.908 -2.837  -0.48
H 2.149 -3.227 6.130  0.31
O 10.006 -0.030 0.036  -0.32
C -11.282 2.543 -1.738  -0.63
H -2.154 1.285 -1.428  0.46
O -9.865 2.709 -1.795  -0.32
C 5.156 3.324 1.587  -0.29
H 4.435 6.003 -3.144  0.22

The multiplicity is 1. Its energy above the lowest of the compared OMol25 structures with the same formula, charge and spin is 0.349 eV. The calculation puts the HOMO-LUMO gap at 9.86 eV. The SMILES is C[C@H](F)[C@H]1OC(=O)C[C@@H]1CCCCCN.COC(=O)OC.COC(=O)OC.COC(=O)OC.COC(=O)OC. The value obtained for the HOMO energy is -9.6 eV. As for the LUMO energy: 0.273 eV.

(3)
Computed, not measured: 9 unconnected molecules or ions with the total composition C6H29NO9, with ωB97M-V/def2-TZVPD.

Last column: Mulliken charge in e.
Positions of all 45 atoms, in Å:
N -0.932 -1.000 3.543  -0.47
H 1.811 3.098 -2.638  0.42
H 1.688 3.801 -0.375  0.30
H -0.216 1.804 -3.129  0.44
H 0.295 -2.932 -0.265  0.49
H -3.165 2.904 -1.360  0.27
O -2.671 1.026 1.379  -0.60
H 0.730 -0.993 1.393  -0.39
C -0.305 -2.770 0.655  -1.27
H -0.461 0.525 -4.022  0.26
H 1.573 -2.522 1.684  0.43
H 3.787 0.447 -0.769  0.29
C -0.288 -1.243 -1.750  -0.52
O -2.656 2.084 -1.264  -0.60
H -2.000 -1.589 1.129  0.35
O 3.869 -0.899 1.095  -0.66
O -0.908 1.278 -3.591  -0.68
H -0.796 -2.943 3.024  0.23
H -2.443 -2.692 -0.084  0.33
H -1.942 1.550 1.714  0.32
H 0.648 -2.339 3.873  0.39
H -0.606 -0.574 4.382  0.25
H 2.344 1.707 -2.914  0.30
H -1.100 -0.379 2.769  0.17
H -0.267 -1.948 -2.542  0.48
H 3.592 -0.668 1.989  0.34
H 0.095 0.850 0.567  0.22
H -2.453 1.906 -2.199  0.28
H -2.454 -1.284 -1.647  0.53
C -1.600 -2.025 0.224  -0.59
O 1.484 2.273 -3.046  -0.75
H 2.990 -0.962 0.690  0.33
O 1.231 4.135 -1.144  -0.69
C -1.557 -1.063 -0.992  0.66
C -0.089 -2.097 3.070  -0.95
O 0.788 -0.792 -1.383  -0.47
H -3.068 1.348 0.559  0.27
C 0.599 -2.034 1.698  0.66
H -1.837 -0.077 -0.562  -0.68
O 0.152 1.412 1.363  -0.58
H 0.893 2.016 1.204  0.23
O 3.099 1.090 -0.964  -0.63
H 0.520 3.611 -1.512  0.35
H 2.256 0.626 -1.030  0.44
H -0.633 -3.667 1.178  0.47

The multiplicity is 1. Its energy above the lowest of the compared OMol25 structures with the same formula, charge and spin is 3.660 eV. The calculation puts the HOMO-LUMO gap at 8.93 eV. The SMILES is NCCCCCC=O.O.O.O.O.O.O.O.O. The value obtained for the HOMO energy is -8.7 eV. As for the LUMO energy: 0.207 eV.

What is the HOMO in the first record?
-11.5 eV

Among the records above, which one has the highest LUMO energy?
C23H44FNO14

The lowest HOMO belongs to which entry?
C26H29F11IN2O8